# 1
The molecule C23H16N2O2S2, computed with ωB97M-V/def2-TZVPD.

Geometry as XYZ:
```
45
Properties=species:S:1:pos:R:3
C 7.544 -0.743 -1.620
C 6.140 -1.240 -1.774
C 5.064 -0.360 -1.736
C 3.771 -0.813 -1.897
C 3.514 -2.169 -2.102
C 4.591 -3.053 -2.142
C 5.882 -2.591 -1.980
H 6.706 -3.290 -2.012
H 4.421 -4.108 -2.295
C 2.137 -2.614 -2.259
C 1.692 -3.881 -2.522
S -0.024 -3.932 -2.609
C -0.034 -2.207 -2.283
N 1.130 -1.701 -2.136
C -1.310 -1.440 -2.213
C -1.159 -0.224 -1.374
N -1.874 0.040 -0.348
C -1.522 1.207 0.253
C -0.480 1.856 -0.358
S 0.070 0.980 -1.723
H -0.036 2.794 -0.095
C -2.226 1.671 1.439
C -1.603 2.360 2.427
C -2.319 2.787 3.586
C -1.733 3.493 4.644
C -2.482 3.852 5.740
C -3.832 3.513 5.807
C -4.433 2.817 4.779
C -3.680 2.453 3.665
O -4.301 1.780 2.671
C -3.665 1.377 1.526
O -4.330 0.847 0.678
H -5.476 2.546 4.813
H -4.413 3.796 6.671
H -2.026 4.396 6.552
H -0.686 3.748 4.582
H -0.546 2.577 2.363
H -1.605 -1.152 -3.229
H -2.106 -2.057 -1.791
H 2.255 -4.779 -2.670
H 2.939 -0.127 -1.866
H 5.245 0.693 -1.577
H 8.181 -1.506 -1.178
H 7.957 -0.486 -2.596
H 7.575 0.148 -0.997
```

Output
E_LUMO (Eh): -0.006
Gap between HOMO and LUMO (eV): 8.0
SMILES: Cc1ccc(-c2csc(Cc3nc(-c4cc5ccccc5oc4=O)cs3)n2)cc1

Here are the Mulliken charges for atoms 1 to 8, given in e: -1.41, 0.95, -0.63, -0.53, 0.73, -0.77, -0.68, 0.37

=====

# 2
A structure of composition C62H53BrN5OP2SScSe, computed with ωB97M-V/def2-TZVPD.

Geometry as XYZ:
```
127
Properties=species:S:1:pos:R:3
Sc -1.817 0.437 -2.127
C -1.548 -5.882 -1.856
C -1.007 -4.580 -2.371
C -0.124 -4.521 -3.446
C 0.343 -3.290 -3.876
C -0.094 -2.182 -3.186
Br 0.446 -0.428 -3.721
N -0.917 -2.187 -2.156
C -1.366 -3.384 -1.769
H -1.133 -6.720 -2.413
H -2.635 -5.912 -1.946
H -1.300 -6.007 -0.801
H 0.189 -5.424 -3.955
H 1.012 -3.190 -4.717
H -2.067 -3.383 -0.941
N -1.784 -0.792 0.272
N -2.480 -0.205 1.324
C -2.988 1.030 1.183
N -3.755 1.474 2.186
S -2.608 2.052 -0.086
H -2.404 -1.445 -0.207
H -0.992 -1.297 0.645
H -2.949 -0.830 1.971
H -4.079 0.851 2.907
H -4.227 2.354 2.067
C 4.494 2.742 3.783
C 5.148 2.395 2.428
C 6.620 2.816 2.441
C 5.004 0.901 2.225
C 5.886 -0.008 2.795
C 5.684 -1.372 2.708
C 4.587 -1.871 2.033
C 3.687 -1.000 1.438
P 2.233 -1.565 0.460
C 1.467 -2.698 1.686
C 1.312 -2.234 2.994
C 0.499 -2.909 3.892
C -0.170 -4.062 3.503
C -0.021 -4.536 2.208
C 0.781 -3.854 1.304
C 3.186 -2.644 -0.684
C 3.685 -1.981 -1.806
C 4.420 -2.662 -2.763
C 4.658 -4.021 -2.612
C 4.182 -4.684 -1.491
C 3.450 -4.002 -0.528
C 3.899 0.387 1.545
O 2.961 1.199 0.941
C 3.284 2.522 0.721
C 2.462 3.226 -0.169
C 2.752 4.559 -0.437
C 3.834 5.170 0.161
C 4.625 4.463 1.049
C 4.371 3.133 1.352
P 0.947 2.461 -0.914
C 1.328 2.738 -2.683
C 0.257 2.699 -3.578
C 0.465 2.808 -4.945
C 1.761 2.905 -5.429
C 2.836 2.894 -4.553
C 2.626 2.809 -3.184
C -0.113 3.908 -0.468
C -0.887 4.669 -1.335
C -1.744 5.642 -0.833
C -1.820 5.877 0.528
C -1.031 5.136 1.399
C -0.196 4.152 0.905
H 5.001 2.221 4.597
H 3.445 2.442 3.782
H 4.542 3.817 3.964
H 7.159 2.310 3.240
H 6.715 3.884 2.622
H 7.096 2.580 1.489
H 6.752 0.354 3.332
H 6.390 -2.050 3.170
H 4.430 -2.940 1.961
H 1.819 -1.328 3.303
H 0.377 -2.519 4.894
H -0.809 -4.582 4.203
H -0.549 -5.429 1.896
H 0.870 -4.219 0.289
H 3.493 -0.919 -1.921
H 4.795 -2.135 -3.632
H 5.214 -4.562 -3.367
H 4.375 -5.742 -1.368
H 3.087 -4.535 0.341
H 2.116 5.116 -1.114
H 4.048 6.211 -0.043
H 5.447 4.977 1.526
H -0.760 2.555 -3.184
H -0.376 2.816 -5.623
H 1.930 2.971 -6.496
H 3.847 2.951 -4.937
H 3.469 2.791 -2.507
H -0.838 4.535 -2.407
H -2.364 6.199 -1.524
H -2.485 6.638 0.916
H -1.087 5.312 2.466
H 0.403 3.557 1.587
Se -3.241 1.701 -4.099
C -2.745 3.317 -4.738
N -2.418 4.343 -5.160
C -3.539 -0.799 -2.001
C -4.436 -0.796 -1.137
C -5.260 -0.953 -0.031
C -6.275 0.049 0.259
C -7.297 -0.163 1.203
C -8.184 0.848 1.534
C -8.112 2.088 0.915
C -7.177 2.281 -0.097
C -6.278 1.282 -0.422
C -4.887 -2.054 0.846
C -5.029 -2.015 2.249
C -4.592 -3.057 3.052
C -3.995 -4.183 2.502
C -3.807 -4.228 1.124
C -4.234 -3.190 0.316
H -7.411 -1.142 1.649
H -8.951 0.672 2.280
H -8.792 2.884 1.189
H -7.150 3.221 -0.634
H -5.555 1.445 -1.210
H -5.475 -1.144 2.713
H -4.717 -2.984 4.126
H -3.681 -5.006 3.132
H -3.331 -5.093 0.673
H -4.103 -3.250 -0.757
```

Output
E_LUMO (Eh): -0.006
Gap between HOMO and LUMO (eV): 5.2
Energy relative to the best compared isomer or geometry (same formula, charge and spin) (eV): 0.1246

Here are the Mulliken charges for atoms 1 to 8, given in e: 0.44, -1.30, 0.34, -0.88, -0.78, 0.45, -0.27, 1.05

=====

# 3
The ion C4H6N3O with charge +1, computed with ωB97M-V/def2-TZVPD.

Geometry as XYZ:
```
14
Properties=species:S:1:pos:R:3
C 1.905 -1.169 1.069
C 1.317 -0.669 -0.303
C -0.948 0.098 -1.067
C -1.475 1.493 -1.030
N 1.063 -1.204 2.008
N -0.122 -1.022 2.055
N 0.116 -0.246 -0.209
O -1.268 -0.673 -1.956
H 2.929 -1.435 0.974
H 2.077 -0.654 -1.155
H -1.648 2.034 -2.036
H -0.872 2.176 -0.270
H -2.483 1.590 -0.746
H -0.590 -0.319 2.666
```

Output
E_LUMO (spin up / spin down) (Eh): -0.210 / -0.325
Total charge: +1
<S²>: 2.0391
Gap between HOMO and LUMO (spin up / spin down) (eV): 8.1 / 5.5
Energy relative to the best compared isomer or geometry (same formula, charge and spin) (eV): 1.9005
2S+1: 3

Here are the Mulliken charges for atoms 1 to 8, given in e: -0.11, 0.25, 0.58, -0.86, 0.12, -0.29, -0.22, -0.43

=====

| no. | DFT total energy (eV) | strongest force on any atom (eV/A) |
| --- | --- | --- |
| 1 | -52857.049 | 1.26 |
| 2 | -260154.250 | 2.47 |
| 3 | -10749.411 | 5.81 |